Record 1
Here is a cluster of 10 separate species, C30H32Cl12N4O8 in total from the Open Molecules 2025 dataset. Energies are from the ωB97M-V functional and the def2-TZVPD basis.

strongest force on any atom	0.0719	Eh/bohr
gap between HOMO and LUMO	8.995	eV
E_LUMO	-0.9	eV

The geometry in ORCA input format:
```
! wB97M-V def2-TZVPD RIJCOSX def2/J DEFGRID3
* xyz 0 1
H 4.1139 1.4565 4.4941
Cl -2.8307 2.1432 3.0824
C 1.6776 4.0632 -0.7430
H -0.4055 -2.2341 -0.4881
C -0.7464 -4.5832 -2.3505
C 0.2157 0.7808 -1.9715
O -1.9535 1.7265 -4.6386
O 0.8172 -0.0095 3.2882
H 4.2614 -1.4824 0.4432
H -3.9479 -3.2918 0.8775
Cl -3.5122 5.0217 -8.1250
H -3.5510 1.1992 1.1763
H 2.2447 -4.4311 4.1223
H -6.8833 1.4786 -0.3214
H 1.0128 4.6133 2.5862
Cl 2.1555 0.0988 -4.4497
N 1.1917 -4.0854 1.7228
C 3.2164 -0.7584 2.0747
C -2.5969 1.4348 1.5058
Cl -2.0096 -4.5319 -1.1783
C 3.1866 -0.0290 3.2580
H 2.4980 2.1316 -5.6493
C 2.6628 3.1173 -0.5817
H 3.7800 0.8895 -5.8600
C -6.7317 0.5652 -0.8605
C -3.6667 4.1189 -6.5669
C 3.0113 2.6392 0.6683
O 0.7372 -3.5619 0.7173
H 1.2819 -3.8112 6.2894
Cl -4.0879 -1.6525 2.6707
H 0.2156 -4.6998 -1.9320
H -6.6453 0.7475 -1.9708
C -1.8448 -0.2221 -2.7507
C 4.2236 0.8122 3.5961
C 0.5824 -3.6069 3.0289
N 1.8058 0.0363 4.0068
O 3.1311 3.1726 -2.9417
H -3.0088 3.2976 -6.6871
O -0.4087 2.8164 -3.6382
H -3.8527 -4.0961 2.4672
Cl -6.0827 -3.6462 1.8795
Cl -5.1988 -0.1227 -0.3733
C 0.6771 -3.5622 5.4013
H 0.4444 5.4918 0.1479
C 1.3484 4.1771 1.6273
C -0.5441 -2.9746 5.4913
O 1.7891 0.3601 5.1602
C -0.8784 0.7558 -2.8398
H -2.2783 -2.2791 4.3408
H -0.8919 -2.6885 6.4710
Cl -3.2188 5.1045 -5.2369
H 1.2573 -0.3045 -0.4519
C -1.2884 -2.7097 4.2914
H -2.7618 -0.0806 -3.2797
C 5.3277 0.8353 2.7441
H 1.5456 4.3948 -1.7253
N 3.4924 2.7584 -1.8186
Cl 1.7654 0.5734 -7.1715
C 1.2842 -3.9365 4.1794
N -1.1570 1.8701 -3.7402
O 2.1413 -4.8258 1.7734
H 2.7265 2.7845 2.7154
C -0.5519 -1.3503 -1.0957
H -1.0622 -2.7236 2.1292
C -0.6571 -2.9772 3.0842
C 0.4057 -0.3463 -1.1499
Cl -8.0470 -0.4909 -0.4410
C 5.4331 -0.0488 1.7039
C 2.2795 3.1269 1.7633
H 0.7636 1.6939 -1.8721
O 4.5049 2.1098 -1.6532
C -1.7038 -1.2460 -1.8590
H -4.6412 3.7807 -6.5810
H 3.7254 1.9353 0.7620
H -1.9074 0.5880 1.5838
Cl -0.9331 -5.9575 -3.5436
H -0.7338 -3.6453 -2.8606
C 4.3253 -0.7896 1.2834
H 6.3041 0.0180 1.0725
H 2.3910 -1.3780 1.7590
H 6.1789 1.4344 2.9981
C 2.7322 1.0828 -5.7476
C -4.3168 -3.2956 1.8887
C 1.0934 4.6561 0.3457
H -2.4655 -1.9921 -1.7768
Cl -1.9564 2.5659 0.2499
*
```


Record 2
Here is a cluster of 2 separate species, C4H7NOS2 in total from the Open Molecules 2025 dataset. Energies are from the ωB97M-V functional and the def2-TZVPD basis.

ΔE to the lowest compared entry with this formula, charge and spin	660.5	kJ/mol
strongest force on any atom	0.1818	Eh/bohr
gap between HOMO and LUMO	8.527	eV
E_LUMO	-0.3	eV

The geometry in ORCA input format:
```
! wB97M-V def2-TZVPD RIJCOSX def2/J DEFGRID3
* xyz 0 1
H -0.6870 -3.7113 0.8958
C 0.7031 1.5194 -0.0661
N 1.1212 2.8264 -0.4499
H 0.3057 1.3862 -2.0847
C -0.5072 -1.5492 0.0569
H 0.6227 0.9451 1.0023
S 0.9896 -1.7921 0.5143
H -2.2199 -2.1661 1.4588
H -2.3082 -2.8153 -0.5596
C -1.5845 -2.6530 0.4926
O 1.3689 3.3005 0.9322
H 1.7097 4.1641 0.6303
C 0.3986 0.7095 -1.1219
S -1.1898 -0.1181 -0.6680
H 1.2770 -0.0463 -1.0330
*
```


Record 3
Here is a structure of composition C4H5CrN4O9 from the Open Molecules 2025 dataset. Energies are from the ωB97M-V functional and the def2-TZVPD basis.

ΔE to the lowest compared entry with this formula, charge and spin	0.0	kJ/mol
⟨S²⟩	3.796
strongest force on any atom	0.0510	Eh/bohr
gap between HOMO and LUMO (alpha / beta)	7.911 / 9.351	eV
E_LUMO (alpha / beta)	-2.1 / -1.0	eV

The geometry in ORCA input format:
```
! wB97M-V def2-TZVPD RIJCOSX def2/J DEFGRID3
* xyz 0 4
H -3.0665 0.5732 0.7872
N 2.7462 -0.5015 -1.2231
N -1.6396 1.6989 -0.1717
O 1.9129 -1.4711 -1.2424
O -2.2686 -0.4245 -3.0155
H -1.0253 -0.0294 2.5440
O -0.3242 0.1991 -2.2465
O -1.3057 -1.3141 -1.2393
C 0.1038 1.4200 1.2463
H -2.2583 2.1655 -0.8102
N 1.0706 -2.2322 1.6808
C -0.3120 1.9659 0.0307
O 0.0417 -2.2783 0.9054
O 2.1832 0.4624 -0.6314
O 3.8853 -0.5768 -1.5591
H 0.1717 2.6268 -0.6710
N -1.3447 -0.5436 -2.2750
C -2.0157 0.8261 0.7862
O 1.5233 -1.0641 1.7372
Cr 0.3389 -0.5159 -0.2280
H 1.0604 1.6262 1.6942
O 1.5166 -3.2110 2.2304
C -0.9941 0.5982 1.6709
*
```


Record 4
Here is an isolated molecule of C5H9N3O from the Open Molecules 2025 dataset. Energies are from the ωB97M-V functional and the def2-TZVPD basis.

ΔE to the lowest compared entry with this formula, charge and spin	816.3	kJ/mol
strongest force on any atom	0.2109	Eh/bohr
gap between HOMO and LUMO	9.233	eV
E_LUMO	0.7	eV

The geometry in ORCA input format:
```
! wB97M-V def2-TZVPD RIJCOSX def2/J DEFGRID3
* xyz 0 1
C -0.8462 1.3560 -0.4427
H -1.6518 0.9865 -1.1635
H 0.9590 1.1095 1.3815
C 0.4358 1.7241 -1.0087
H -0.3133 -2.0941 -0.3229
H 0.2453 -1.8094 1.8395
N -0.1591 -0.3992 -1.7882
N 0.7988 0.6938 -1.7958
H -1.6933 -1.1765 -0.7391
H 0.0150 -0.8147 3.0386
H 0.4306 -1.1914 -2.3323
H 1.6779 -0.3446 0.5511
C 0.9223 -0.0383 1.2214
O -1.3415 1.0367 0.7294
C -0.6546 -0.9399 -0.7023
N 0.6854 -0.9393 2.3271
H 0.8109 2.7677 -1.1678
C -0.3212 0.0729 0.3747
*
```


Number 3 is which compound? C4H5CrN4O9


The lowest strongest force on any atom belongs to which entry? C4H5CrN4O9